No. 1
Here is C48H42As2BN7ReS as an isolated structure from the OMol25 dataset. Energies are from ωB97M-V with the def2-TZVPD basis set.

- Energy relative to the best compared isomer or geometry (same formula, charge and spin): 0.0 kJ/mol
- LUMO level (alpha / beta): -4.79 / -7.08 eV
- Kohn-Sham gap (alpha / beta): 7.852 / 5.603 eV

```
! wB97M-V def2-TZVPD RIJCOSX def2/J DEFGRID3
* xyz 2 4
Re 0.301 -0.190 0.270
C 0.052 -3.185 3.404
C -0.523 -2.511 2.335
N 0.332 -1.593 1.869
N 1.453 -1.661 2.613
C 1.308 -2.620 3.537
B 2.777 -0.972 2.200
N 2.591 0.550 2.057
C 3.359 1.519 2.567
C 2.936 2.736 2.059
C 1.881 2.418 1.217
N 1.678 1.096 1.228
N 3.088 -1.526 0.793
C 4.079 -2.328 0.385
C 3.815 -2.730 -0.912
C 2.608 -2.116 -1.224
N 2.181 -1.382 -0.193
H -0.379 -3.975 3.993
H -1.499 -2.650 1.900
H 2.095 -2.836 4.240
H 3.644 -1.224 2.971
H 4.160 1.294 3.252
H 3.336 3.713 2.261
H 1.277 3.083 0.627
H 4.902 -2.571 1.038
H 4.409 -3.374 -1.535
H 2.037 -2.173 -2.134
C 0.398 -0.282 -3.343
C -0.770 -1.246 -3.096
As -1.002 -1.901 -1.229
C -2.926 -1.944 -0.977
C -3.747 -2.269 -2.051
C -5.121 -2.338 -1.874
C -5.672 -2.121 -0.619
C -4.849 -1.841 0.463
C -3.479 -1.741 0.284
C -0.703 -3.820 -1.408
C 0.284 -4.338 -2.240
C 0.400 -5.709 -2.409
C -0.458 -6.570 -1.740
C -1.424 -6.058 -0.886
C -1.547 -4.688 -0.718
As 0.691 1.087 -1.958
C 2.458 1.760 -2.393
C 2.639 3.128 -2.590
C 3.889 3.620 -2.931
C 4.965 2.756 -3.072
C 4.790 1.395 -2.866
C 3.543 0.897 -2.523
C -0.428 2.593 -2.464
C -0.934 2.727 -3.751
C -1.687 3.844 -4.084
C -1.926 4.835 -3.144
C -1.427 4.701 -1.856
C -0.692 3.578 -1.516
H 0.264 0.228 -4.296
H 1.345 -0.814 -3.424
H -0.663 -2.120 -3.738
H -1.713 -0.768 -3.363
H -3.315 -2.481 -3.022
H -5.757 -2.575 -2.716
H -6.743 -2.179 -0.482
H -5.275 -1.690 1.447
H -2.841 -1.476 1.117
H 0.959 -3.685 -2.779
H 1.165 -6.104 -3.064
H -0.379 -7.637 -1.894
H -2.086 -6.727 -0.353
H -2.320 -4.301 -0.066
H 1.804 3.808 -2.492
H 4.021 4.681 -3.097
H 5.937 3.141 -3.349
H 5.628 0.719 -2.976
H 3.430 -0.166 -2.358
H -0.748 1.973 -4.505
H -2.086 3.936 -5.085
H -2.497 5.713 -3.414
H -1.616 5.464 -1.113
H -0.357 3.451 -0.496
S -2.184 2.683 4.099
C -0.822 2.409 5.111
C -0.648 2.825 6.427
C 0.533 2.494 7.059
C 1.522 1.780 6.377
C 1.348 1.375 5.069
C 0.149 1.667 4.413
N -0.218 1.325 3.123
C -1.377 1.790 2.803
C -2.049 1.676 1.501
C -3.262 2.369 1.371
C -4.017 2.349 0.217
C -3.553 1.630 -0.871
C -2.346 0.975 -0.770
C -1.543 0.948 0.384
H -1.421 3.390 6.929
H 0.698 2.802 8.082
H 2.448 1.545 6.885
H 2.141 0.856 4.555
H -3.623 2.955 2.205
H -4.948 2.896 0.164
H -4.125 1.579 -1.789
H -2.020 0.445 -1.654
*
```



No. 2
Here is C5H8CdO2 as an isolated structure at a distorted geometry from the OMol25 dataset. Energies are from ωB97M-V with the def2-TZVPD basis set.

- LUMO level (alpha / beta): -4.49 / -5.92 eV
- Kohn-Sham gap (alpha / beta): 7.935 / 7.990 eV

```
! wB97M-V def2-TZVPD RIJCOSX def2/J DEFGRID3
* xyz 1 2
O -0.584 -0.638 -0.397
C 0.648 -1.003 -0.310
Cd 1.700 -2.260 1.233
O 1.411 -0.512 -1.239
C 0.964 0.332 -2.263
C 1.840 0.741 -3.168
H 1.501 1.388 -3.975
H -0.086 0.613 -2.230
H 2.885 0.433 -3.136
H -1.158 -1.070 0.302
C -0.950 0.683 2.534
H -0.028 0.262 2.941
H -0.921 1.711 2.165
C -2.081 -0.038 2.489
H -2.125 -1.043 2.916
H -3.017 0.403 2.138
*
```



No. 3
Here is a 5-piece molecular cluster, C26H52FO7PS overall at a distorted geometry from the OMol25 dataset. Energies are from ωB97M-V with the def2-TZVPD basis set.

- Energy relative to the best compared isomer or geometry (same formula, charge and spin): 267.4 kJ/mol
- LUMO level: -1.44 eV
- Kohn-Sham gap: 6.868 eV

```
! wB97M-V def2-TZVPD RIJCOSX def2/J DEFGRID3
* xyz 0 1
C 3.578 -1.438 0.597
C 2.364 -0.919 -0.308
C 1.362 -2.055 -0.823
F 1.982 -3.300 -1.165
C 0.157 -2.163 0.202
C 0.091 -2.957 1.364
P 1.495 -4.108 1.844
S 1.937 -4.045 3.769
C -1.228 -2.875 2.265
O -1.661 -3.816 2.955
C -2.003 -1.468 2.286
C -2.868 -0.963 3.527
C -1.949 -0.644 1.124
O -2.624 0.615 1.073
C -1.111 -1.221 -0.104
O -1.432 -0.900 -1.279
H 4.346 -0.617 0.748
H 3.123 -1.741 1.614
H 3.984 -2.394 0.135
H 2.731 -0.243 -1.163
H 1.734 -0.219 0.359
H 0.907 -1.652 -1.801
H 1.054 -5.464 1.607
H 2.702 -3.936 1.105
H -3.889 -0.660 3.103
H -3.045 -1.867 4.206
H -2.426 -0.073 4.075
H -3.449 0.515 0.534
C -6.465 3.991 0.565
C -6.970 3.004 -0.473
O -6.695 1.648 -0.147
C -7.281 1.155 1.051
C -8.799 1.187 1.040
H -5.406 3.820 0.777
H -6.595 5.016 0.211
H -7.007 3.892 1.509
H -6.461 3.200 -1.420
H -8.040 3.142 -0.661
H -6.881 1.689 1.920
H -6.954 0.116 1.147
H -9.178 2.211 1.035
H -9.199 0.687 1.925
H -9.189 0.692 0.147
C -2.009 -7.811 -1.523
C -0.596 -7.268 -1.649
O 0.235 -7.591 -0.543
C 0.462 -8.974 -0.306
C 1.159 -9.678 -1.457
H -2.453 -7.516 -0.569
H -2.635 -7.435 -2.336
H -2.024 -8.902 -1.567
H -0.643 -6.176 -1.687
H -0.130 -7.592 -2.584
H -0.477 -9.476 -0.047
H 1.100 -9.032 0.579
H 0.522 -9.726 -2.343
H 1.419 -10.702 -1.177
H 2.071 -9.145 -1.740
C 2.095 4.397 -1.349
C 2.230 3.041 -2.020
O 1.308 2.075 -1.536
C -0.071 2.368 -1.722
C -0.471 2.500 -3.181
H 2.132 4.294 -0.261
H 2.899 5.063 -1.670
H 1.145 4.874 -1.600
H 3.227 2.645 -1.811
H 2.154 3.130 -3.109
H -0.351 3.262 -1.154
H -0.624 1.535 -1.282
H -0.012 3.377 -3.644
H -1.555 2.602 -3.272
H -0.148 1.624 -3.750
C 4.792 6.320 1.701
C 5.631 5.312 0.934
O 5.995 5.753 -0.367
C 6.793 6.926 -0.434
C 8.139 6.782 0.253
H 3.928 6.633 1.110
H 4.441 5.887 2.641
H 5.366 7.218 1.941
H 5.042 4.401 0.796
H 6.521 5.024 1.503
H 6.240 7.786 -0.042
H 6.960 7.122 -1.496
H 8.028 6.674 1.335
H 8.759 7.663 0.068
H 8.665 5.895 -0.110
*
```



No. 4
Here is C38H48BrMgN2O2PS2SeSi as an isolated structure from the OMol25 dataset. Energies are from ωB97M-V with the def2-TZVPD basis set.

- Energy relative to the best compared isomer or geometry (same formula, charge and spin): 1.5 kJ/mol
- LUMO level: 3.89 eV
- Kohn-Sham gap: 5.834 eV

```
! wB97M-V def2-TZVPD RIJCOSX def2/J DEFGRID3
* xyz -2 1
Mg 0.870 -0.083 1.330
C -3.080 0.162 3.573
O -2.145 -0.465 2.731
C -2.294 -1.803 2.529
C -3.344 -2.541 3.025
C -3.403 -3.909 2.743
Br -4.872 -4.915 3.443
C -2.444 -4.528 1.994
C -1.366 -3.780 1.495
C -1.255 -2.396 1.739
O -0.295 -1.674 1.271
C -0.354 -4.500 0.716
N -0.496 -5.741 0.287
C 0.692 -6.032 -0.348
C 1.109 -7.197 -0.995
C 2.373 -7.215 -1.556
C 3.223 -6.099 -1.483
C 2.830 -4.933 -0.848
C 1.556 -4.924 -0.290
N 0.856 -3.963 0.393
H -4.095 0.101 3.161
H -2.784 1.204 3.644
H -3.075 -0.287 4.574
H -4.119 -2.086 3.623
H -2.482 -5.585 1.774
H 2.484 -1.381 -0.871
H 0.452 -8.057 -1.049
H 2.719 -8.108 -2.064
H 4.207 -6.154 -1.933
H 3.471 -4.064 -0.774
H 1.160 -3.020 0.624
Se 3.079 -1.197 0.462
S 3.145 2.671 3.368
P 1.873 1.689 4.496
S 1.150 -0.087 3.899
C 0.434 2.757 4.929
C 0.496 4.132 4.743
C -0.582 4.937 5.086
C -1.730 4.373 5.622
C -1.798 2.999 5.812
C -0.723 2.196 5.464
C 2.565 1.427 6.184
C 2.089 0.409 7.006
C 2.577 0.264 8.297
C 3.548 1.133 8.778
C 4.031 2.144 7.959
C 3.542 2.289 6.668
H 1.389 4.556 4.298
H -0.532 6.006 4.915
H -2.577 5.000 5.876
H -2.698 2.548 6.214
H -0.782 1.119 5.571
H 1.349 -0.280 6.618
H 2.204 -0.536 8.926
H 3.933 1.016 9.784
H 4.798 2.818 8.323
H 3.924 3.061 6.010
C 2.635 2.972 -0.520
C 1.426 2.672 -1.420
C 1.056 3.950 -2.183
C 1.929 1.653 -2.451
Si 0.001 1.878 -0.314
C -0.926 3.361 0.606
C 0.097 4.311 1.241
C -1.720 2.774 1.781
C -1.886 4.207 -0.240
C -1.296 1.012 -1.528
C -0.734 -0.352 -1.964
C -1.692 1.788 -2.788
C -2.579 0.687 -0.749
H 3.461 3.363 -1.135
H 2.991 2.066 -0.024
H 2.426 3.705 0.257
H 1.911 4.276 -2.795
H 0.806 4.776 -1.517
H 0.210 3.798 -2.857
H 2.826 2.054 -2.944
H 1.195 1.445 -3.231
H 2.213 0.712 -1.976
H 0.835 3.772 1.842
H -0.423 5.011 1.910
H 0.636 4.904 0.501
H -1.057 2.235 2.463
H -2.493 2.077 1.462
H -2.201 3.583 2.352
H -1.389 4.657 -1.101
H -2.297 5.025 0.371
H -2.731 3.624 -0.610
H 0.191 -0.273 -2.532
H -1.471 -0.866 -2.598
H -0.543 -0.994 -1.100
H -0.846 1.924 -3.465
H -2.097 2.776 -2.560
H -2.464 1.233 -3.343
H -2.356 0.155 0.180
H -3.224 0.038 -1.358
H -3.158 1.579 -0.502
*
```



No. 5
Here is one molecule with the formula C11H17ClN6 at a distorted geometry from the OMol25 dataset. Energies are from ωB97M-V with the def2-TZVPD basis set.

- LUMO level: 0.52 eV
- Kohn-Sham gap: 9.470 eV

```
! wB97M-V def2-TZVPD RIJCOSX def2/J DEFGRID3
* xyz 0 1
N 2.566 -0.803 1.632
Cl -1.607 2.576 1.631
C 1.847 -0.047 1.135
N -2.819 -1.059 2.844
N 0.604 -0.045 -1.626
C -2.681 0.252 2.937
C -2.000 0.874 1.835
C -1.666 -0.196 1.031
C 0.251 0.209 -0.418
N 0.957 0.799 0.574
N -1.043 -0.125 -0.201
N -2.196 -1.322 1.644
C -3.216 1.038 4.115
C -2.110 -2.618 0.999
C 2.925 -0.841 -2.182
C 1.561 0.391 -3.783
C 2.449 1.596 -1.836
C 1.900 0.261 -2.317
H 0.309 1.199 1.244
H -1.410 -0.711 -0.968
H -4.135 1.596 3.829
H -3.480 0.361 4.936
H -2.448 1.733 4.472
H -1.155 -2.729 0.509
H -2.205 -3.445 1.734
H -2.934 -2.736 0.279
H 3.077 -1.051 -1.138
H 3.897 -0.531 -2.640
H 2.534 -1.767 -2.661
H 1.026 1.328 -3.945
H 2.475 0.427 -4.397
H 0.916 -0.407 -4.105
H 3.138 1.393 -1.016
H 3.024 2.130 -2.595
H 1.651 2.268 -1.551
*
```



No. 6
Here is C25H29N6O3V as an isolated structure at a distorted geometry from the OMol25 dataset. Energies are from ωB97M-V with the def2-TZVPD basis set.

- Energy relative to the best compared isomer or geometry (same formula, charge and spin): 88.4 kJ/mol
- LUMO level (alpha / beta): -2.56 / -2.58 eV
- Kohn-Sham gap (alpha / beta): 6.393 / 5.823 eV

```
! wB97M-V def2-TZVPD RIJCOSX def2/J DEFGRID3
* xyz 1 2
V 0.915 0.297 -0.602
C 1.548 -6.040 0.479
C 1.172 -4.596 0.543
C -0.150 -4.208 0.744
C -0.490 -2.876 0.845
C 0.483 -1.872 0.756
N 0.201 -0.529 0.885
C -0.503 -0.031 1.919
C -0.811 -0.815 3.055
C -1.526 -0.323 4.114
C -1.972 0.998 4.117
C -2.744 1.537 5.279
C -1.623 1.809 3.050
C -0.889 1.336 1.960
N -0.493 2.252 0.961
C -0.867 3.552 0.886
C -0.119 4.157 -0.102
C 0.712 3.156 -0.591
N 0.458 2.005 0.042
C 1.817 -2.263 0.499
C 2.138 -3.611 0.395
N 2.840 -1.291 0.451
C 4.160 -1.467 0.699
C 4.773 -0.239 0.579
C 3.746 0.648 0.246
N 2.590 -0.004 0.170
H 0.808 -6.649 0.989
H 2.520 -6.206 0.938
H 1.603 -6.375 -0.557
H -0.914 -4.965 0.830
H -1.517 -2.585 1.000
H -0.455 -1.833 3.093
H -1.741 -0.959 4.959
H -3.226 0.730 5.825
H -3.503 2.241 4.946
H -2.076 2.057 5.966
H -1.921 2.844 3.098
H -1.625 3.990 1.502
H -0.168 5.180 -0.413
H 1.463 3.216 -1.361
H 3.158 -3.908 0.210
H 4.578 -2.417 0.961
H 5.812 -0.019 0.723
H 3.786 1.709 0.079
O 2.231 0.895 -2.645
H 2.811 1.656 -2.746
H 2.727 0.133 -2.967
O -1.868 -0.656 -0.825
C -1.372 0.015 -1.694
O -0.262 -0.381 -2.356
C -1.978 1.295 -2.259
N -0.909 2.053 -2.922
C -1.211 2.163 -4.357
C -2.175 1.014 -4.644
C -2.996 0.923 -3.358
H -2.463 1.835 -1.439
H -0.060 0.344 -2.996
H -0.797 2.973 -2.510
H -0.284 2.082 -4.932
H -1.687 3.118 -4.602
H -1.623 0.089 -4.822
H -2.799 1.220 -5.511
H -3.431 -0.060 -3.199
H -3.801 1.655 -3.381
*
```



Number 1: total energy -196196.18678 eV. Number 2: total energy -13963.22612 eV. Number 3: total energy -64973.73890 eV. Number 4: total energy -226939.56369 eV. Number 5: total energy -33144.24006 eV. Number 6: total energy -67160.04021 eV.